C3H8N3O | the ωB97M-V functional and the def2-TZVPD basis

Last column: natural (NBO) charge in e.
Atoms and positions in Å:
C: 0.73 -1.25 -0.49  0.322
C: 0.31 0.73 0.54  0.369
C: -1.73 -0.66 0.20  -0.404
N: -0.25 -0.57 0.12  -0.362
N: 1.87 -0.72 -0.20  -0.207
N: -0.06 1.81 -0.20  -0.852
O: 1.77 0.54 0.28  -0.315
H: 0.65 -2.24 -0.90  0.262
H: -0.06 0.89 1.62  0.211
H: -1.97 -1.75 0.37  0.235
H: -1.93 -0.14 1.12  0.234
H: -2.25 -0.40 -0.69  0.243
H: 2.72 -0.87 -0.69  0.436
H: -0.25 2.77 0.08  0.434
H: 0.44 1.87 -1.17  0.395

E_HOMO ... -14.274 eV
SMILES ... CN1C=[NH+]O[C@H]1N
Orbital gap ... 10.4 eV
Total charge ... +1

C4H6O3Y | the ωB97M-V functional and the def2-TZVPD basis

Last column: Löwdin spin population.
Atoms and positions in Å:
C: 4.19 -0.08 1.31  0.000
C: 3.41 -0.15 0.30  0.000
O: 4.85 -0.06 2.33  0.000
H: 3.70 0.43 -0.59  0.000
H: 2.66 -0.95 0.26  0.000
H: 5.67 -0.61 2.34  0.000
O: 0.15 -1.37 -0.30  0.277
C: -0.74 -1.56 0.44  0.391
O: -1.51 -0.65 1.06  0.141
Y: -3.15 -1.43 2.53  0.135
C: -1.22 0.79 0.77  0.043
H: -0.19 0.99 1.07  0.004
H: -1.39 0.93 -0.30  0.004
H: -1.93 1.36 1.37  0.005

E_HOMO (alpha / beta) ... -23.968 / -23.968 eV
Orbital gap (alpha / beta) ... 3.8 / 3.8 eV
Multiplicity ... 2
Total charge ... +4

C9H8N3O2 | the ωB97M-V functional and the def2-TZVPD basis

Last column: Löwdin spin population.
Atoms and positions in Å:
C: -2.10 -1.86 0.19  0.017
C: 1.87 -2.00 -0.33  0.231
C: 2.58 -0.83 -0.61  0.268
C: 0.52 -1.99 -0.12  0.363
C: 1.84 0.36 -0.74  0.339
C: -0.12 -0.78 -0.34  0.129
C: -3.67 0.10 -0.51  0.000
C: -1.81 1.39 0.92  0.022
C: -2.18 0.50 -0.37  0.020
N: -2.07 -2.96 0.48  0.073
N: 0.50 0.36 -0.70  0.238
N: -1.45 -0.72 -0.19  0.229
O: -4.46 0.98 -0.81  0.004
O: -3.80 -1.08 -0.22  -0.003
H: 2.55 -2.78 -0.24  0.016
H: 3.70 -0.98 -0.63  0.006
H: 0.13 -2.95 0.19  0.018
H: 2.41 1.39 -0.91  0.019
H: -2.29 1.01 1.73  0.001
H: -0.78 1.52 1.08  0.001
H: -2.30 2.32 0.88  0.002
H: -2.05 1.17 -1.29  0.008

E_HOMO (alpha / beta) ... -1.426 / -5.658 eV
Orbital gap (alpha / beta) ... 5.0 / 6.2 eV
Multiplicity ... 3
Total charge ... -1

The calculation returns the following energy above the lowest of the compared OMol25 structures with the same formula, charge and spin values, one per record and in order: 69.5, 8.6, 3.4 kcal per mole.